# 1
Below is a structure of composition C62H50N2P3SeSiTa at a distorted geometry, with properties calculated with ωB97M-V/def2-TZVPD.

Spin multiplicity: 1
Kohn-Sham gap: 5.55 eV
E_LUMO: -12.22 eV
E_HOMO: -17.77 eV
Energy: -170692.335 eV
Charge: +4

Last column: Mulliken charge in e.
Cartesian coordinates (Å):
1 Ta 0.5324 -0.2133 -0.1284  0.2373
2 C -3.1118 -4.9901 -2.6018  -0.8638
3 C -2.8623 -3.7027 -3.0696  -0.4229
4 C -2.3460 -2.7480 -2.2112  0.1877
5 C -2.0801 -3.0811 -0.8888  0.8096
6 C -2.3149 -4.3715 -0.4154  -0.3692
7 C -2.8387 -5.3233 -1.2808  -0.8399
8 P -1.5400 -1.8122 0.2405  0.0732
9 C -0.9372 -2.6936 1.6714  1.0028
10 C 0.3448 -3.2428 1.5148  -0.3459
11 C 0.9080 -4.0036 2.5314  -0.8672
12 C 0.1841 -4.2206 3.6980  -0.7170
13 C -1.0918 -3.6820 3.8484  -0.9127
14 C -1.6549 -2.9080 2.8415  -0.4443
15 C -2.9130 -0.6860 0.5832  0.8536
16 C -4.1246 -1.2828 0.9337  -0.5314
17 C -5.2368 -0.4998 1.2064  -1.0003
18 C -5.1482 0.8840 1.1166  -1.0361
19 C -3.9465 1.4815 0.7522  -0.3241
20 C -2.8091 0.7173 0.4715  0.6984
21 Si -1.3213 1.7471 -0.0196  -0.4819
22 C -1.3813 2.5533 -1.6740  1.1190
23 C -2.1940 3.6823 -1.8451  -0.7860
24 C -2.2246 4.3643 -3.0532  -1.0537
25 C -1.4433 3.9274 -4.1183  -1.0480
26 C -0.6864 2.7742 -3.9881  -0.2209
27 C -0.6443 2.0954 -2.7664  0.2264
28 P 0.1026 0.4559 -2.7397  1.9691
29 C 1.8275 0.4691 -3.2483  0.3844
30 C 2.4947 1.6175 -3.6512  -0.7751
31 C 3.8425 1.5392 -3.9857  -0.8934
32 C 4.5210 0.3257 -3.9033  -0.7000
33 C 3.8581 -0.8207 -3.4737  -1.0517
34 C 2.5134 -0.7465 -3.1427  -0.6683
35 C -0.8173 -0.4037 -4.0366  0.7450
36 C -0.1813 -1.1974 -4.9917  -1.1044
37 C -0.9210 -1.7195 -6.0474  -0.6052
38 C -2.2819 -1.4656 -6.1388  -0.8531
39 C -2.9165 -0.6787 -5.1794  -0.5961
40 C -2.1898 -0.1489 -4.1292  -0.1648
41 C -0.7886 2.8658 1.3392  0.7045
42 C -1.1987 4.2044 1.3501  -0.2599
43 C -1.0400 4.9835 2.4888  -0.8890
44 C -0.4827 4.4307 3.6370  -1.0547
45 C -0.0524 3.1124 3.6315  -0.5214
46 C -0.1806 2.3430 2.4756  0.0496
47 P 0.3773 0.6347 2.5090  2.4073
48 C -0.5222 -0.0282 3.9217  1.0359
49 C 0.1263 -0.6130 5.0066  -0.7206
50 C -0.6018 -0.9184 6.1526  -0.7155
51 C -1.9617 -0.6503 6.2097  -0.8566
52 C -2.6106 -0.0760 5.1184  -0.6980
53 C -1.8957 0.2326 3.9746  -0.4179
54 C 2.1279 0.5591 2.9401  0.3480
55 C 2.7113 -0.7126 2.9391  -0.2042
56 C 4.0557 -0.8656 3.2509  -0.8927
57 C 4.8260 0.2547 3.5482  -0.6635
58 C 4.2467 1.5207 3.5335  -1.0712
59 C 2.8974 1.6787 3.2279  -1.3322
60 H -3.5233 -5.7378 -3.2710  0.4405
61 H -3.0719 -3.4455 -4.1012  0.4308
62 H -2.1653 -1.7505 -2.5657  -0.3038
63 H -2.0988 -4.6389 0.6124  0.5435
64 H -3.0319 -6.3269 -0.9221  0.4679
65 H 0.8733 -3.1415 0.5636  0.7345
66 H 1.8845 -4.4560 2.4043  0.5363
67 H 0.6066 -4.8346 4.4859  0.4622
68 H -1.6555 -3.8710 4.7540  0.5469
69 H -2.6533 -2.5100 2.9600  0.5078
70 H -4.2105 -2.3645 0.9789  0.6087
71 H -6.1740 -0.9704 1.4787  0.5049
72 H -6.0178 1.5001 1.3182  0.5109
73 H -3.9062 2.5689 0.6907  0.3201
74 H -2.8338 4.0315 -1.0390  0.3578
75 H -2.8702 5.2271 -3.1704  0.5130
76 H -1.4506 4.4666 -5.0587  0.4770
77 H -0.1543 2.3862 -4.8504  0.6381
78 H 1.9841 2.5715 -3.6990  0.4702
79 H 4.3591 2.4298 -4.3287  0.5259
80 H 5.5638 0.2665 -4.1953  0.5103
81 H 4.3845 -1.7677 -3.4205  0.5579
82 H 1.9918 -1.6492 -2.8320  0.8342
83 H 0.8796 -1.3911 -4.9468  0.4601
84 H -0.4248 -2.3114 -6.8072  0.4969
85 H -2.8523 -1.8723 -6.9656  0.4515
86 H -3.9755 -0.4657 -5.2635  0.4796
87 H -2.6864 0.4876 -3.4044  0.2669
88 H -1.6455 4.6524 0.4701  0.3552
89 H -1.3657 6.0167 2.4861  0.5119
90 H -0.3820 5.0268 4.5361  0.4833
91 H 0.3763 2.6848 4.5320  0.6502
92 H 1.1896 -0.8015 4.9907  0.4857
93 H -0.0958 -1.3476 7.0097  0.5266
94 H -2.5186 -0.8752 7.1117  0.4508
95 H -3.6693 0.1493 5.1723  0.5312
96 H -2.3993 0.7059 3.1374  0.2656
97 H 2.1048 -1.5904 2.7290  0.2980
98 H 4.4990 -1.8561 3.2876  0.5579
99 H 5.8728 0.1400 3.8097  0.5311
100 H 4.8421 2.3918 3.7814  0.5635
101 H 2.4636 2.6715 3.2195  0.5145
102 C 5.7654 2.5063 -0.2308  -1.1061
103 N 5.6356 1.0546 -0.0073  1.0384
104 C 4.5222 0.3295 0.0401  -1.3823
105 Se 2.8097 1.0667 -0.1399  0.0604
106 N 4.8393 -0.9452 0.2555  1.0436
107 C 6.2231 -1.0745 0.3595  0.7427
108 C 7.0458 -2.1745 0.5849  -0.9412
109 C 8.3974 -1.9151 0.6371  -0.6814
110 C 8.9146 -0.6145 0.4635  -0.7354
111 C 8.0957 0.4675 0.2329  -1.0722
112 C 6.7304 0.2013 0.1910  0.8125
113 H 4.7875 2.9498 -0.3760  0.3573
114 H 6.3758 2.6784 -1.1139  0.3986
115 H 6.2435 2.9609 0.6340  0.3945
116 H 4.1717 -1.6922 0.3330  0.1491
117 H 6.6555 -3.1782 0.7029  0.4906
118 H 9.0840 -2.7331 0.8141  0.4742
119 H 9.9856 -0.4650 0.5124  0.4662
120 H 8.4971 1.4648 0.0985  0.5373

# 2
Below is a structure of composition C49H45AsCl3CoN2O3P at a distorted geometry, with properties calculated with ωB97M-V/def2-TZVPD.

Spin multiplicity: 2
Kohn-Sham gap (alpha / beta): 7.77 / 7.92 eV
E_LUMO (alpha / beta): 0.44 / 0.58 eV
Relative energy (zero: lowest compared OMol25 entry of this formula, charge and spin): 0.00 kJ/mol
E_HOMO (alpha / beta): -7.33 / -7.34 eV
Energy: -205990.370 eV

Last column: Mulliken charge in e.
Cartesian coordinates (Å):
1 Co -0.7919 -0.3749 0.6482  0.2963
2 O -3.8240 -1.7729 -1.1529  -0.7125
3 C -2.9264 -2.1132 -0.3986  -0.2449
4 O -2.4233 -1.3901 0.5505  -0.3114
5 C -2.3746 -3.5199 -0.4880  0.7240
6 C -3.2364 -4.5396 -0.8828  -0.6075
7 C -2.8109 -5.8559 -0.8940  -0.5984
8 C -1.5068 -6.1671 -0.5257  -0.7530
9 C -0.6362 -5.1538 -0.1653  -0.2168
10 C -1.0577 -3.8239 -0.1479  -0.3279
11 P 0.1568 -2.5225 0.2440  2.6900
12 C 1.3912 -2.7120 -1.0759  0.2507
13 C 2.6156 -2.0597 -0.9302  0.0846
14 C 3.5871 -2.1799 -1.9136  -0.9783
15 C 3.3296 -2.8989 -3.0723  -0.8099
16 C 2.0971 -3.5093 -3.2417  -0.7575
17 C 1.1365 -3.4284 -2.2439  -0.8394
18 C 0.9248 -3.1733 1.7600  -0.0658
19 C 2.2086 -3.6917 1.8488  -0.0441
20 C 2.6975 -4.1382 3.0709  -0.7260
21 C 1.9018 -4.0819 4.2038  -0.6000
22 C 0.6062 -3.5868 4.1144  -0.7627
23 C 0.1208 -3.1345 2.9000  -0.8603
24 H -4.2459 -4.2716 -1.1653  0.5323
25 H -3.4960 -6.6433 -1.1821  0.4052
26 H -1.1689 -7.1954 -0.5250  0.4419
27 H 0.3853 -5.3974 0.1045  0.4598
28 H 2.8162 -1.4709 -0.0425  0.2167
29 H 4.5472 -1.6995 -1.7731  0.4533
30 H 4.0879 -2.9778 -3.8410  0.4079
31 H 1.8837 -4.0626 -4.1476  0.4326
32 H 0.1874 -3.9289 -2.3821  0.3579
33 H 2.8448 -3.7338 0.9745  0.4168
34 H 3.7074 -4.5233 3.1334  0.4425
35 H 2.2883 -4.4195 5.1570  0.4220
36 H -0.0221 -3.5371 4.9947  0.4327
37 H -0.8876 -2.7379 2.8385  0.7618
38 Cl 2.6250 -0.6839 7.2713  -0.2575
39 C 2.0987 -0.4918 5.6192  0.4402
40 C 0.7546 -0.3638 5.3376  -1.0481
41 C 0.3612 -0.2234 4.0204  0.8690
42 Cl -1.3587 -0.1814 3.7071  -0.1739
43 C 1.2451 -0.1961 2.9151  -2.6635
44 O 0.9234 -0.0908 1.6615  1.9216
45 C 2.6068 -0.3421 3.2943  1.1297
46 Cl 3.8137 -0.3918 2.0429  -0.1937
47 C 3.0304 -0.4863 4.5980  -0.8421
48 H 0.0177 -0.3912 6.1275  0.4969
49 H 4.0832 -0.6049 4.8123  0.4913
50 C -5.6321 3.4755 -0.6450  -1.3481
51 C -4.1361 3.7340 -0.5732  -0.8659
52 N -3.4576 2.8701 0.3889  0.9645
53 C -3.6111 3.2058 1.8000  -1.0677
54 C -4.4499 2.1976 2.5733  -1.1002
55 C -2.6706 1.8344 0.0167  0.9106
56 C -2.6980 1.3958 -1.4152  -1.1304
57 N -1.9059 1.2142 0.8557  0.6465
58 H -6.0991 4.1108 -1.3992  0.4560
59 H -6.1122 3.6874 0.3120  0.3049
60 H -5.8346 2.4331 -0.8953  0.2795
61 H -3.9351 4.7678 -0.2790  0.5396
62 H -3.6679 3.6157 -1.5471  0.3424
63 H -4.0772 4.1907 1.8398  0.5733
64 H -2.6230 3.3346 2.2554  0.3829
65 H -5.4582 2.1419 2.1628  0.3091
66 H -4.5187 2.4868 3.6225  0.4343
67 H -4.0266 1.1937 2.5250  0.1446
68 H -2.0260 2.0130 -2.0165  0.1310
69 H -3.6972 1.4632 -1.8393  0.7729
70 H -2.3989 0.3567 -1.4746  -0.9095
71 H -1.9386 1.6025 1.7902  -0.0097
72 C -0.9465 5.6558 -0.8354  -0.7400
73 C -0.6154 4.9493 0.3145  -0.9629
74 C -0.1282 3.6557 0.2201  -0.1101
75 C 0.0635 3.0517 -1.0224  0.7701
76 C -0.2682 3.7675 -2.1666  -0.7826
77 C -0.7766 5.0594 -2.0738  -0.8898
78 As 0.7562 1.2101 -1.0620  1.6150
79 C 0.8791 0.8874 -2.9707  0.3611
80 C 0.1350 -0.1734 -3.4719  -0.5315
81 C 0.1619 -0.4802 -4.8278  -0.7510
82 C 0.9378 0.2775 -5.6888  -0.7494
83 C 1.6874 1.3408 -5.1969  -0.8685
84 C 1.6591 1.6452 -3.8452  -0.2685
85 C 2.6143 1.6521 -0.6305  0.7903
86 C 2.8962 2.4024 0.5080  -0.5285
87 C 4.2030 2.7284 0.8323  -0.7607
88 C 5.2517 2.2935 0.0346  -0.7592
89 C 4.9802 1.5331 -1.0909  -0.9534
90 C 3.6669 1.2194 -1.4241  -0.5708
91 H -1.3347 6.6640 -0.7616  0.4270
92 H -0.7424 5.4060 1.2888  0.4525
93 H 0.0877 3.1080 1.1300  -0.0954
94 H -0.1442 3.3244 -3.1464  0.3796
95 H -1.0307 5.6006 -2.9768  0.4409
96 H -0.4667 -0.7773 -2.8009  0.2589
97 H -0.4198 -1.3130 -5.2019  0.4694
98 H 0.9618 0.0395 -6.7447  0.4103
99 H 2.2953 1.9315 -5.8706  0.4332
100 H 2.2532 2.4710 -3.4720  0.5598
101 H 2.1040 2.7337 1.1638  0.0101
102 H 4.4026 3.3094 1.7238  0.4172
103 H 6.2724 2.5447 0.2933  0.3832
104 H 5.7878 1.1885 -1.7259  0.4599
105 H 3.4769 0.6431 -2.3183  0.7407

# 3
Below is the molecule C3H5NO3, with properties calculated with ωB97M-V/def2-TZVPD.

Spin multiplicity: 1
Kohn-Sham gap: 10.85 eV
E_LUMO: 0.77 eV
Relative energy (zero: lowest compared OMol25 entry of this formula, charge and spin): 82.46 kJ/mol
E_HOMO: -10.08 eV
Energy: -10824.833 eV
SMILES: NC(=O)COC=O

Last column: Mulliken charge in e.
Cartesian coordinates (Å):
1 N -0.0241 1.0473 1.5055  -0.4768
2 C 0.0827 -0.2374 1.0403  0.6029
3 O -0.4219 -1.2000 1.5776  -0.5851
4 C 1.0102 -0.4078 -0.1717  -0.4067
5 O 0.3457 -0.8325 -1.3696  -0.2991
6 C -0.8600 -0.3309 -1.6434  0.2080
7 O -1.4845 0.4338 -0.9560  -0.4788
8 H 0.0745 1.7844 0.8216  0.2500
9 H -0.8015 1.1840 2.1383  0.2586
10 H 1.5846 0.4993 -0.3876  0.3130
11 H 1.7003 -1.2214 0.0546  0.2357
12 H -1.2061 -0.7188 -2.6096  0.3784

# 4
Below is the molecule C4H3NO at a distorted geometry, with properties calculated with ωB97M-V/def2-TZVPD.

Spin multiplicity: 1
Kohn-Sham gap: 10.05 eV
E_LUMO: 0.19 eV
Relative energy (zero: lowest compared OMol25 entry of this formula, charge and spin): 555.91 kJ/mol
E_HOMO: -9.86 eV
Energy: -7726.982 eV

Last column: Mulliken charge in e.
Cartesian coordinates (Å):
1 C -1.3205 -2.2286 0.4666  -0.4348
2 C -0.9029 -1.2822 1.2252  0.4122
3 C -0.0254 -0.0096 0.1681  0.6832
4 C 0.6531 1.0055 -0.5514  -0.9472
5 N -0.6109 -1.0498 -0.4203  -0.3006
6 O -0.2255 -0.1799 1.4688  -0.3150
7 H 0.5037 1.9411 -0.1298  0.3124
8 H 0.1980 0.8102 -1.5054  0.3071
9 H 1.7303 0.9934 -0.7219  0.2827

# 5
Below is a cluster of 3 separate species, C2H12N2O2 in total at a distorted geometry, with properties calculated with ωB97M-V/def2-TZVPD.

Spin multiplicity: 2
Kohn-Sham gap (alpha / beta): 2.26 / 8.56 eV
E_LUMO (alpha / beta): 3.37 / 3.27 eV
Relative energy (zero: lowest compared OMol25 entry of this formula, charge and spin): 95.02 kJ/mol
E_HOMO (alpha / beta): 1.11 / -5.29 eV
Energy: -9341.890 eV
Charge: -1

Last column: Mulliken charge in e.
Cartesian coordinates (Å):
1 N -1.0389 1.1557 1.2459  -1.1121
2 C -1.0886 -0.2935 1.6672  -0.6306
3 C -2.1500 -1.1997 1.0717  -2.1921
4 N -1.8518 -1.8105 -0.2175  -0.9278
5 H -2.0393 1.2754 1.4178  0.6045
6 H -0.8942 1.2204 0.2384  0.3505
7 H -1.2995 -0.3440 2.7476  0.3505
8 H -0.0596 -0.6704 1.5908  0.5933
9 H -2.4866 -1.9438 1.7922  0.9166
10 H -3.0271 -0.5105 1.0470  -0.0961
11 H -2.3354 -2.6987 -0.3062  0.6236
12 H -1.9832 -1.1176 -0.9461  0.7460
13 H 0.8878 0.1667 -0.9373  0.4045
14 H 1.9341 0.9454 -0.1217  0.4149
15 O 1.5625 0.8561 -1.0114  -0.9978
16 H 5.1338 1.2840 -2.4523  0.3687
17 H 5.1370 2.2563 -3.5341  0.3365
18 O 5.5989 1.4288 -3.2922  -0.7532

# 6
Below is a structure of composition C22H23ClMnN2OPS at a distorted geometry, with properties calculated with ωB97M-V/def2-TZVPD.

Spin multiplicity: 5
Kohn-Sham gap (alpha / beta): 5.75 / 5.95 eV
E_LUMO (alpha / beta): -9.00 / -8.80 eV
Relative energy (zero: lowest compared OMol25 entry of this formula, charge and spin): 0.00 kJ/mol
E_HOMO (alpha / beta): -14.75 / -14.75 eV
Energy: -92166.388 eV
Charge: +2

Last column: Mulliken charge in e.
Cartesian coordinates (Å):
1 Mn -0.1967 0.4987 0.2635  -0.0659
2 Cl -1.0915 2.3513 -0.6812  -0.4061
3 C 0.3696 -1.2963 0.0759  0.6257
4 O 0.3371 -2.4284 -0.2254  -0.2002
5 P 2.0687 0.5809 -0.8385  1.5081
6 C 3.2047 1.5023 0.2563  0.3124
7 C 3.1185 -0.8274 -1.3689  0.3722
8 C 1.9171 1.5916 -2.3499  0.5347
9 C 3.4579 -1.0519 -2.7131  -0.2478
10 C 4.2875 -2.1229 -3.0684  -0.7062
11 C 4.7834 -2.9863 -2.0862  -0.4800
12 C 4.4487 -2.7700 -0.7439  -0.8335
13 C 3.6171 -1.7058 -0.3909  -0.0948
14 H 3.0842 -0.3868 -3.4935  0.3577
15 H 4.5493 -2.2756 -4.1187  0.4262
16 H 5.4317 -3.8204 -2.3646  0.4174
17 H 4.8393 -3.4344 0.0282  0.4255
18 H 3.3627 -1.5529 0.6578  0.3834
19 C 2.6671 2.3219 1.2678  -0.1655
20 C 3.5105 3.0242 2.1306  -0.6552
21 C 4.9027 2.9567 1.9753  -0.4872
22 C 5.4472 2.1650 0.9562  -0.7381
23 C 4.6005 1.4393 0.1106  0.1137
24 H 1.5827 2.4183 1.3785  -0.3092
25 H 3.0795 3.6358 2.9300  0.4153
26 H 5.5558 3.5221 2.6450  0.4161
27 H 6.5304 2.1081 0.8206  0.4234
28 H 5.0443 0.8149 -0.6636  0.4751
29 C 2.7817 2.6601 -2.6130  -0.2302
30 C 2.6603 3.4006 -3.7929  -0.7107
31 C 1.6380 3.1068 -4.7038  -0.5293
32 C 0.7504 2.0535 -4.4363  -0.6974
33 C 0.9089 1.2850 -3.2834  -0.2648
34 H 3.5639 2.9132 -1.9012  0.3702
35 H 3.3671 4.2084 -3.9985  0.4295
36 H 1.5279 3.6929 -5.6203  0.4120
37 H -0.0671 1.8303 -5.1303  0.4071
38 H 0.2247 0.4558 -3.0959  0.3259
39 H -0.2746 3.9747 2.2098  0.2483
40 H -0.3305 3.7464 1.4775  -0.2401
41 S -1.6921 -0.2500 1.8622  -0.2691
42 C -2.7318 -1.4386 1.1539  0.3415
43 N -3.2992 -1.3695 -0.0653  -0.0332
44 C -4.2142 -2.4719 -0.3232  -0.4290
45 C -4.0355 -3.3670 0.8966  -0.4079
46 N -3.1121 -2.5992 1.7271  -0.0993
47 H -3.1661 -0.5718 -0.6701  0.1718
48 H -3.9554 -2.9716 -1.2559  0.2936
49 H -5.2469 -2.1291 -0.4032  0.2904
50 H -3.6016 -4.3342 0.6283  0.2918
51 H -4.9852 -3.5606 1.4144  0.2985
52 H -2.7660 -2.8872 2.6387  0.2132